Record 1
{
  "formula": "C7H13NOS",
  "method": "ωB97M-V with the def2-TZVPD basis set",
  "species": ["C", "C", "C", "C", "C", "C", "C", "N", "O", "S", "H", "H", "H", "H", "H", "H", "H", "H", "H", "H", "H", "H", "H"],
  "xyz": [[-0.335, -1.339, -1.065], [0.556, -1.965, -1.865], [1.700, -0.473, 0.053], [-0.009, 0.862, 1.977], [-0.433, 1.760, -0.414], [-1.965, 0.134, 0.723], [-0.555, 0.557, 0.526], [0.120, -0.565, -0.019], [3.249, -1.503, -2.207], [2.217, -1.992, -1.180], [-1.346, -1.307, -1.370], [0.377, -2.438, -2.843], [2.222, 0.395, -0.288], [2.147, -0.937, 0.998], [-0.188, -0.078, 2.453], [1.007, 1.164, 2.090], [-0.491, 1.689, 2.318], [-0.621, 1.329, -1.492], [0.506, 2.198, -0.528], [-1.208, 2.437, -0.289], [-2.439, -0.089, -0.154], [-2.105, -0.719, 1.281], [-2.409, 0.882, 1.292]],
  "mulliken_charge": [0.15, -0.68, -0.69, -1.95, -1.62, -2.17, 1.53, -0.01, -0.61, 0.36, 0.31, 0.35, 0.39, 0.35, 0.49, 0.39, 0.59, 0.31, 0.42, 0.48, 0.52, 0.55, 0.54],
  "gap_ev": 8.85,
  "charge": 0,
  "total_energy_ev": -21839.3630,
  "relative_energy_kcal_mol": 70.3,
  "fmax_ha_per_bohr": 0.09496
}

Record 2
{
  "formula": "C7H13NSi",
  "method": "ωB97M-V with the def2-TZVPD basis set",
  "species": ["C", "C", "C", "C", "C", "C", "C", "N", "Si", "H", "H", "H", "H", "H", "H", "H", "H", "H", "H", "H", "H", "H"],
  "xyz": [[2.231, 2.551, 1.112], [-1.254, 1.811, -0.152], [-0.622, 0.796, -0.337], [-1.944, 3.027, 0.029], [1.118, -1.326, -1.541], [-1.194, -2.049, 0.203], [1.227, -0.823, 1.646], [1.780, 2.395, 0.055], [0.282, -0.794, 0.019], [1.269, 2.373, -0.892], [-1.636, 3.907, -0.523], [-2.925, 2.912, -0.243], [-1.991, 3.269, 1.019], [1.846, -0.682, -2.036], [1.514, -2.393, -1.546], [0.247, -1.632, -2.263], [-2.107, -1.577, -0.252], [-0.964, -2.775, -0.624], [-1.296, -2.702, 1.055], [2.190, -0.320, 1.527], [0.769, -0.205, 2.353], [1.493, -1.770, 2.146]],
  "mulliken_charge": [-0.27, 1.77, -1.20, -1.66, -0.98, -1.19, -1.11, -0.13, 0.32, 0.38, 0.32, 0.40, 0.37, 0.34, 0.32, 0.26, 0.32, 0.31, 0.38, 0.33, 0.38, 0.34],
  "gap_ev": 10.47,
  "charge": 0,
  "total_energy_ev": -16834.5375,
  "relative_energy_kcal_mol": 97.7,
  "fmax_ha_per_bohr": 0.06242
}

Record 3
{
  "formula": "C7H13O",
  "method": "ωB97M-V with the def2-TZVPD basis set",
  "species": ["C", "C", "C", "C", "C", "C", "C", "O", "H", "H", "H", "H", "H", "H", "H", "H", "H", "H", "H", "H", "H"],
  "xyz": [[0.339, -1.607, -0.146], [-0.433, -0.561, -0.367], [-1.944, -0.730, -0.195], [-2.353, -0.813, 1.273], [0.082, 0.808, -0.726], [1.240, 1.370, 0.081], [2.686, 0.977, -0.402], [3.614, 1.828, 0.005], [-0.069, -2.581, 0.133], [1.426, -1.557, -0.145], [-2.430, 0.135, -0.666], [-2.282, -1.544, -0.832], [-2.322, 0.206, 1.672], [-3.414, -1.075, 1.340], [-1.685, -1.439, 1.848], [0.350, 0.824, -1.786], [-0.759, 1.516, -0.671], [1.280, 2.461, 0.012], [1.244, 1.115, 1.145], [2.837, -0.107, -0.053], [2.593, 0.773, -1.520]],
  "mulliken_charge": [-0.97, 0.66, -0.96, -1.01, -0.40, -0.71, -0.18, -0.87, 0.30, 0.26, 0.34, 0.43, 0.27, 0.33, 0.35, 0.26, 0.26, 0.30, 0.25, -0.04, 0.13],
  "gap_ev": 5.65,
  "charge": -1,
  "total_energy_ev": -9515.9451,
  "smiles": "C=C(CC)CCC[O-]",
  "relative_energy_kcal_mol": 10.8,
  "fmax_ha_per_bohr": 0.02466
}

Record 4
{
  "formula": "C7H13O",
  "method": "ωB97M-V with the def2-TZVPD basis set",
  "species": ["C", "O", "C", "C", "C", "C", "C", "C", "H", "H", "H", "H", "H", "H", "H", "H", "H", "H", "H", "H", "H"],
  "xyz": [[-1.830, -0.198, 2.502], [-1.293, 0.724, 3.320], [-1.385, 0.014, 1.045], [0.083, -0.076, 0.834], [0.583, -0.022, -0.570], [0.359, 1.055, -1.372], [0.564, 0.891, -2.878], [1.638, -1.131, -0.948], [-2.940, -0.267, 2.547], [-1.493, -1.222, 2.821], [-1.708, 0.938, 0.514], [-1.877, -0.764, 0.423], [0.529, 0.891, 1.531], [0.536, -1.038, 1.202], [0.603, 1.593, 1.984], [-0.283, 0.354, -3.311], [1.477, 0.382, -3.182], [0.567, 1.890, -3.336], [2.570, -0.691, -0.551], [1.490, -2.132, -0.549], [1.811, -1.190, -2.025]],
  "mulliken_charge": [-0.48, -0.82, -0.72, 0.17, 0.84, -0.48, -1.03, -1.45, 0.27, 0.18, 0.33, 0.32, -0.70, 0.26, 0.41, 0.23, 0.32, 0.32, 0.25, 0.38, 0.40],
  "gap_ev": 5.46,
  "charge": -1,
  "total_energy_ev": -9510.1961,
  "relative_energy_kcal_mol": 143.4,
  "fmax_ha_per_bohr": 0.09801
}

Record 5
{
  "formula": "C7H13O",
  "method": "ωB97M-V with the def2-TZVPD basis set",
  "species": ["C", "C", "C", "C", "H", "H", "H", "H", "H", "H", "C", "O", "C", "C", "H", "H", "H", "H", "H", "H", "H"],
  "xyz": [[1.296, -0.166, 2.538], [0.445, 0.415, 1.613], [-0.470, 1.432, 2.134], [-1.323, 2.101, 1.301], [1.241, 0.095, 3.579], [1.988, -0.981, 2.255], [0.580, 0.391, 0.528], [-0.520, 1.480, 3.199], [-2.093, 2.736, 1.670], [-1.245, 1.832, 0.254], [-0.849, -0.896, -1.188], [-0.451, 0.411, -1.020], [0.385, -1.705, -1.577], [0.876, -1.086, -2.949], [-1.633, -1.015, -1.993], [-1.312, -1.287, -0.279], [0.227, -2.806, -1.701], [1.160, -1.553, -0.824], [1.917, -1.377, -3.128], [0.873, 0.003, -2.821], [0.259, -1.373, -3.811]],
  "mulliken_charge": [-0.90, 0.28, -0.40, -0.72, 0.25, 0.27, 0.32, 0.25, 0.28, 0.32, -0.62, -0.90, -0.27, -1.13, 0.30, 0.29, 0.34, 0.13, 0.34, 0.27, 0.27],
  "gap_ev": 6.80,
  "charge": -1,
  "total_energy_ev": -9515.3073,
  "relative_energy_kcal_mol": 25.5,
  "fmax_ha_per_bohr": 0.07238
}

What is the formula in the second record? C7H13NSi